{
  "formula": "C68H163N8O21V",
  "method": "ωB97M-V/def2-TZVPD",
  "symbols": ["O", "V", "C", "C", "C", "O", "H", "H", "H", "H", "H", "H", "H", "C", "C", "C", "O", "H", "H", "H", "H", "H", "H", "H", "C", "C", "C", "C", "C", "C", "N", "O", "C", "C", "C", "H", "H", "H", "H", "H", "H", "H", "H", "H", "H", "H", "H", "H", "H", "H", "H", "H", "H", "C", "C", "C", "C", "C", "C", "N", "O", "C", "C", "C", "H", "H", "H", "H", "H", "H", "H", "H", "H", "H", "H", "H", "H", "H", "H", "H", "H", "H", "H", "C", "C", "C", "C", "C", "C", "N", "O", "C", "C", "C", "H", "H", "H", "H", "H", "H", "H", "H", "H", "H", "H", "H", "H", "H", "H", "H", "H", "H", "H", "C", "C", "C", "C", "C", "C", "N", "O", "C", "C", "C", "H", "H", "H", "H", "H", "H", "H", "H", "H", "H", "H", "H", "H", "H", "H", "H", "H", "H", "H", "C", "C", "O", "O", "H", "H", "H", "H", "H", "H", "C", "C", "O", "O", "H", "H", "H", "H", "H", "H", "C", "C", "O", "O", "H", "H", "H", "H", "H", "H", "C", "C", "O", "O", "H", "H", "H", "H", "H", "H", "C", "C", "O", "O", "H", "H", "H", "H", "H", "H", "C", "C", "C", "O", "C", "N", "H", "H", "H", "H", "H", "H", "H", "H", "H", "H", "H", "C", "C", "C", "O", "C", "N", "H", "H", "H", "H", "H", "H", "H", "H", "H", "H", "H", "C", "C", "C", "O", "C", "N", "H", "H", "H", "H", "H", "H", "H", "H", "H", "H", "H", "C", "C", "C", "O", "C", "N", "H", "H", "H", "H", "H", "H", "H", "H", "H", "H", "H"],
  "xyz": [[-0.674, -0.471, 3.394], [-1.370, -1.483, 2.345], [0.921, 0.500, 0.430], [-0.352, -0.300, -0.034], [-0.149, -0.675, -1.460], [-0.728, -1.482, 0.605], [1.741, -0.017, -0.118], [1.132, 0.433, 1.537], [0.843, 1.500, 0.049], [-1.264, 0.371, -0.076], [-0.094, 0.167, -2.203], [-1.025, -1.282, -1.739], [0.748, -1.325, -1.578], [-3.098, 1.501, 2.410], [-3.632, 0.160, 2.794], [-5.118, 0.076, 2.686], [-3.093, -0.907, 2.058], [-1.979, 1.610, 2.566], [-3.429, 2.254, 3.054], [-3.399, 1.730, 1.387], [-3.368, 0.058, 3.844], [-5.420, 0.020, 1.635], [-5.596, 0.974, 3.092], [-5.373, -0.815, 3.254], [1.374, -3.694, 3.592], [0.197, -4.459, 4.253], [0.573, -4.768, 5.728], [-0.699, -5.177, 6.476], [-1.790, -4.092, 6.427], [-2.149, -3.759, 5.017], [-0.902, -3.512, 4.234], [-1.230, -3.335, 2.863], [-2.984, -2.432, 5.012], [-3.001, -4.874, 4.371], [-0.030, -5.696, 3.469], [2.297, -4.302, 3.642], [1.447, -2.776, 4.166], [1.220, -3.330, 2.545], [0.962, -3.892, 6.281], [1.318, -5.605, 5.811], [-0.487, -5.326, 7.551], [-1.048, -6.159, 6.081], [-1.403, -3.219, 7.009], [-2.646, -4.449, 7.009], [-2.440, -1.589, 5.426], [-3.831, -2.588, 5.712], [-3.311, -2.167, 3.992], [-2.551, -5.878, 4.537], [-3.046, -4.593, 3.342], [-3.921, -4.844, 4.860], [-0.126, -5.475, 2.391], [-0.835, -6.318, 3.822], [0.852, -6.340, 3.587], [-5.863, 3.509, -3.935], [-4.917, 2.308, -4.122], [-3.477, 2.896, -3.991], [-2.394, 1.828, -3.849], [-2.720, 0.869, -2.692], [-4.102, 0.287, -2.701], [-5.093, 1.398, -2.935], [-6.424, 0.880, -2.942], [-4.292, -0.942, -3.703], [-4.421, -0.327, -1.307], [-5.209, 1.582, -5.482], [-5.629, 3.960, -2.966], [-6.909, 3.241, -4.064], [-5.714, 4.287, -4.699], [-3.268, 3.584, -4.810], [-3.441, 3.538, -3.097], [-1.480, 2.232, -3.502], [-2.196, 1.287, -4.810], [-2.440, 1.411, -1.764], [-2.046, 0.018, -2.732], [-3.686, -0.739, -4.604], [-3.882, -1.806, -3.159], [-5.356, -1.048, -3.923], [-5.298, -0.962, -1.435], [-3.548, -0.964, -0.973], [-4.477, 0.456, -0.554], [-4.379, 0.996, -5.879], [-5.414, 2.308, -6.283], [-6.137, 0.988, -5.373], [-6.880, 1.109, -2.115], [-2.335, 4.332, -0.141], [-1.703, 5.722, 0.197], [-0.645, 6.115, -0.777], [-1.189, 6.516, -2.127], [-2.214, 7.634, -1.937], [-3.242, 7.375, -0.900], [-2.571, 6.856, 0.261], [-3.615, 6.680, 1.231], [-3.849, 8.708, -0.551], [-4.346, 6.493, -1.496], [-1.124, 5.474, 1.649], [-3.274, 4.187, 0.408], [-1.671, 3.581, 0.301], [-2.429, 4.218, -1.242], [-0.115, 6.975, -0.379], [0.114, 5.351, -0.912], [-1.733, 5.761, -2.687], [-0.421, 6.866, -2.788], [-2.662, 8.041, -2.843], [-1.578, 8.438, -1.532], [-4.835, 8.533, -0.074], [-3.215, 9.328, 0.066], [-3.972, 9.366, -1.395], [-5.364, 6.715, -1.155], [-4.408, 6.664, -2.585], [-4.179, 5.416, -1.300], [-0.765, 6.430, 2.022], [-0.354, 4.739, 1.558], [-1.859, 5.125, 2.385], [-4.321, 6.151, 0.859], [3.023, -1.242, 8.024], [3.207, 0.205, 7.537], [3.098, 0.188, 5.993], [1.676, 0.023, 5.438], [0.798, 1.106, 6.075], [0.715, 1.062, 7.568], [2.068, 1.115, 8.084], [2.066, 1.051, 9.456], [-0.060, 2.307, 8.143], [-0.174, -0.159, 8.080], [4.584, 0.737, 7.974], [2.733, -1.190, 9.080], [3.963, -1.773, 7.893], [2.262, -1.729, 7.369], [3.502, 1.131, 5.550], [3.747, -0.594, 5.599], [1.258, -0.979, 5.670], [1.815, 0.094, 4.340], [-0.145, 0.992, 5.619], [1.188, 2.088, 5.833], [-0.397, 2.150, 9.172], [0.558, 3.277, 8.131], [-0.954, 2.440, 7.519], [-0.303, -0.274, 9.152], [-1.204, 0.073, 7.665], [0.070, -1.107, 7.642], [5.244, 0.016, 7.549], [4.727, 0.717, 9.034], [4.801, 1.758, 7.622], [1.460, 0.333, 9.665], [1.751, -3.710, -0.733], [1.674, -4.958, 0.193], [2.837, -5.378, 0.919], [1.753, -2.476, -0.052], [0.920, -3.688, -1.477], [2.784, -3.803, -1.215], [1.512, -5.815, -0.425], [0.950, -4.847, 0.994], [3.062, -4.645, 1.536], [0.928, -2.361, 0.493], [-0.924, -3.117, -4.013], [0.111, -3.724, -4.862], [0.339, -5.064, -4.448], [-2.129, -3.824, -4.276], [-1.224, -2.052, -4.056], [-0.644, -3.214, -2.926], [1.013, -3.104, -4.943], [-0.194, -3.920, -5.884], [0.454, -5.067, -3.479], [-1.960, -4.709, -4.596], [-2.986, -4.895, -0.105], [-3.904, -3.724, 0.072], [-4.307, -3.651, 1.414], [-1.746, -4.617, 0.534], [-2.801, -5.029, -1.168], [-3.373, -5.833, 0.331], [-4.751, -3.914, -0.620], [-3.402, -2.802, -0.136], [-4.171, -2.739, 1.729], [-1.915, -4.323, 1.445], [5.089, -0.385, 2.002], [4.794, 0.097, 0.588], [5.667, -0.641, -0.292], [6.478, -0.465, 2.283], [4.608, -1.378, 2.164], [4.722, 0.353, 2.734], [5.083, 1.113, 0.432], [3.816, -0.100, 0.188], [5.005, -1.049, -0.931], [6.905, -0.532, 1.426], [2.580, 3.927, 3.716], [3.838, 4.805, 3.888], [3.514, 6.192, 3.782], [1.954, 4.189, 2.392], [1.835, 4.154, 4.521], [2.849, 2.828, 3.708], [4.510, 4.529, 3.157], [4.224, 4.620, 4.876], [3.632, 6.339, 2.836], [1.610, 5.048, 2.568], [-5.733, -0.878, -8.220], [-4.656, -1.926, -8.380], [-3.313, -1.382, -7.831], [-2.737, -0.513, -8.753], [-1.372, -0.403, -8.398], [-5.047, -3.215, -7.760], [-5.916, -0.639, -7.161], [-6.670, -1.164, -8.645], [-5.399, 0.073, -8.702], [-4.564, -2.181, -9.455], [-2.653, -2.190, -7.670], [-3.271, -0.903, -6.847], [-0.854, -1.363, -8.305], [-1.276, 0.161, -7.405], [-0.971, 0.341, -9.169], [-5.399, -2.960, -6.849], [-4.245, -3.792, -7.574], [5.967, 4.373, -1.028], [4.583, 4.884, -1.161], [3.719, 3.759, -1.755], [2.364, 4.104, -2.070], [1.699, 2.977, -2.517], [4.172, 5.352, 0.113], [6.080, 3.652, -0.281], [6.507, 5.278, -0.735], [6.405, 3.892, -1.915], [4.668, 5.735, -1.821], [3.786, 2.892, -1.115], [4.218, 3.474, -2.701], [1.673, 2.296, -1.694], [2.108, 2.544, -3.442], [0.623, 3.318, -2.662], [3.215, 5.601, 0.053], [4.217, 4.609, 0.826], [7.455, -4.464, -1.179], [6.086, -4.839, -1.697], [6.084, -4.734, -3.209], [4.690, -4.631, -3.638], [4.449, -4.959, -4.939], [5.671, -6.141, -1.105], [7.706, -3.496, -1.692], [8.258, -5.128, -1.564], [7.610, -4.346, -0.110], [5.439, -4.024, -1.376], [6.582, -5.513, -3.800], [6.488, -3.701, -3.415], [5.018, -4.368, -5.672], [3.385, -4.916, -5.091], [4.764, -6.045, -5.034], [4.696, -6.240, -1.355], [5.701, -5.997, -0.125], [5.283, -0.802, -4.237], [4.086, -0.620, -3.323], [2.803, -0.624, -4.199], [2.683, 0.514, -4.998], [1.456, 0.681, -5.678], [4.071, -1.616, -2.275], [5.230, -0.001, -4.940], [5.182, -1.708, -4.809], [6.304, -0.681, -3.807], [4.110, 0.400, -2.912], [1.932, -0.722, -3.565], [2.785, -1.520, -4.853], [1.670, 1.601, -6.258], [0.671, 0.937, -4.985], [1.303, -0.172, -6.356], [3.167, -1.823, -1.827], [4.486, -2.493, -2.560]],
  "total_energy_ha": -5650.541272,
  "total_charge": -1,
  "orbital_gap_ev": [6.77, 7.36],
  "spin_multiplicity": 2
}